one | ORCA calculation (wB97M-V/def2-TZVPD) on one molecule with the formula C4H11NOS.

Values from the calculation:
Lowest unoccupied orbital energy (eV): 0.818
Structure (SMILES): OCNCCCS
Molecular weight (g/mol): 121.2
Orbital gap (eV): 9.83

Geometry as ORCA input:
```
! wB97M-V def2-TZVPD RIJCOSX def2/J DEFGRID3
* xyz 0 1
O -2.08447 2.09237 -1.72812
C -1.96017 1.31830 -0.55334
N -0.73459 1.50809 0.16165
C -0.19725 0.36260 0.89445
C 1.34377 0.30179 0.85673
C 1.77882 -1.13682 1.10964
S 1.16796 -2.33500 -0.15180
H -1.33637 1.81001 -2.27212
H -2.02103 0.26212 -0.82636
H -2.85154 1.50006 0.06313
H -0.68617 2.37363 0.67626
H -0.73792 -0.51734 0.56365
H -0.51579 0.42285 1.95013
H 1.65983 0.65726 -0.12302
H 1.64685 0.96815 1.66207
H 2.83443 -1.26211 1.00400
H 1.47652 -1.48315 2.08130
H 0.85432 -1.42968 -1.08293
*
```

two | ORCA calculation (wB97M-V/def2-TZVPD) on one molecule with the formula C4H11NOS.

Values from the calculation:
Lowest unoccupied orbital energy (eV): 0.818
Structure (SMILES): OCNCCCS
Molecular weight (g/mol): 121.2
Orbital gap (eV): 9.66

Geometry as ORCA input:
```
! wB97M-V def2-TZVPD RIJCOSX def2/J DEFGRID3
* xyz 0 1
O 3.22524 -0.51452 0.59724
C 1.97216 -0.57287 1.32685
N 0.87139 -1.04032 0.55403
C 0.68965 -0.29365 -0.69112
C -0.10371 1.02935 -0.48651
C -1.49722 1.22253 -1.02030
S -2.68734 0.01413 -0.18661
H 3.56646 0.32639 0.92135
H 1.72376 0.45156 1.67808
H 2.09564 -1.23479 2.22576
H 0.88546 -2.03752 0.41549
H 0.06514 -0.89883 -1.36642
H 1.58835 0.09095 -1.14736
H -0.19539 1.21941 0.63434
H 0.57922 1.72630 -0.94340
H -2.01884 2.18058 -1.02251
H -1.52938 0.84397 -2.05945
H -1.75582 -0.45847 0.74290
*
```

The structure with the least stability is two.